C51H128F9N8O25S3 | ωB97M-V/def2-TZVPD

```
224
Properties=species:S:1:pos:R:3:forces:R:3:lowdin_charge:R:1
C 18.84594 14.06202 26.33929 -1.40 -1.05 -0.09 -0.10
O 19.67957 14.80350 25.52278 -0.44 0.33 -0.85 -0.21
C 20.97845 14.62774 25.99455 0.46 0.26 -0.23 -0.19
C 21.83086 15.51690 25.10751 1.36 -0.18 0.24 -0.07
N 21.34283 15.36457 23.74094 -0.12 -0.60 -0.72 0.02
H 21.28131 14.34031 23.55734 -0.60 -0.16 0.01 0.10
H 20.42613 15.80150 23.69672 -0.34 -0.24 -0.31 0.14
C 22.20485 15.79669 22.61888 0.82 -0.36 0.66 -0.10
C 22.21562 17.27477 22.40814 -0.27 0.85 -0.99 -0.17
O 20.85985 17.72038 22.37469 0.15 -1.97 0.14 -0.22
C 20.59181 19.01555 21.97414 0.49 1.37 0.19 -0.10
H 19.17114 13.00114 26.37253 -0.07 0.47 0.28 0.11
H 17.83044 14.06718 25.92710 0.16 0.14 0.00 0.09
H 18.81174 14.52201 27.31531 -0.05 -0.20 0.61 0.10
H 21.25739 13.56501 25.84025 0.16 0.48 0.45 0.12
H 20.96936 14.94040 27.04571 0.71 -0.23 -0.06 0.15
H 22.86019 15.14863 25.06887 -0.01 0.17 0.40 0.15
H 21.83707 16.57509 25.32663 -0.12 0.19 0.45 0.14
H 21.87282 15.22055 21.75126 0.00 0.31 -0.01 0.12
H 23.22261 15.45256 22.88026 -0.38 0.12 -0.33 0.15
H 22.70277 17.42311 21.43512 -0.11 0.21 0.02 0.12
H 22.81752 17.83882 23.12402 -0.18 -0.06 0.34 0.14
H 20.96615 19.27067 20.97633 0.11 -0.29 -0.10 0.09
H 21.10350 19.69380 22.68431 -0.65 0.18 -0.31 0.11
H 19.49719 19.14544 21.95391 0.48 0.10 0.32 0.09
C 23.81416 15.38698 11.61072 0.25 0.41 -0.25 -0.08
O 23.46058 14.35276 12.54324 -0.04 1.16 -0.82 -0.21
C 23.15682 14.90999 13.81093 -0.72 -0.71 -0.64 -0.23
C 22.70034 13.71499 14.62151 1.16 0.97 0.61 -0.07
N 23.86470 12.77026 15.01672 -0.67 -0.07 1.20 0.08
H 24.17591 13.06572 15.99458 -0.16 0.02 -0.81 0.12
H 23.43685 11.85116 15.15446 -0.07 0.18 0.19 0.16
C 25.08265 12.48094 14.16324 -0.22 0.67 0.07 -0.08
C 26.01052 11.53061 14.92887 -0.12 -0.16 -1.16 -0.23
O 26.48860 12.01252 16.13267 0.98 0.92 0.60 -0.21
C 27.57404 13.03829 16.01601 -1.14 -0.33 -0.19 0.01
H 23.03956 16.22014 11.49821 0.78 -0.94 0.64 0.09
H 23.91686 14.97577 10.60030 0.01 -0.29 0.39 0.10
H 24.80467 15.79130 11.90820 -0.67 0.18 -0.24 0.11
H 22.30822 15.60028 13.70158 -0.25 -0.11 0.13 0.12
H 23.92337 15.53720 14.23441 0.73 -0.16 0.24 0.11
H 22.02153 13.18549 13.99114 -0.34 -0.69 -0.33 0.11
H 22.18019 14.06774 15.52536 0.46 -0.47 -0.07 0.10
H 25.52238 13.43800 13.90918 0.23 0.08 0.06 0.13
H 24.74384 12.02650 13.23844 -0.04 -0.08 -0.09 0.14
H 26.83744 11.25419 14.25881 -0.15 0.08 -0.04 0.14
H 25.42989 10.60723 15.07790 0.26 0.05 0.43 0.13
H 28.39182 12.72310 15.34659 -0.49 -0.14 0.21 0.11
H 27.95924 13.18362 17.02501 -0.03 -0.08 -0.10 0.08
H 27.11132 13.97765 15.66823 0.38 -0.31 0.12 0.08
C 20.29543 7.83495 16.81894 -0.88 0.65 -0.51 -0.08
O 19.69198 7.91878 18.09239 0.18 0.60 0.96 -0.18
C 18.98187 9.13784 18.34074 0.04 -0.87 0.13 -0.19
C 18.66954 9.21554 19.81759 -0.45 -0.42 1.15 -0.07
N 17.86197 8.03659 20.33459 0.52 -1.88 -0.93 0.06
H 16.86734 8.20313 20.14344 0.23 -0.21 -0.44 0.17
H 18.22625 7.17046 19.85040 -0.73 1.01 0.34 0.20
C 17.88046 7.76420 21.80012 0.69 0.26 0.66 -0.08
C 17.26052 8.92327 22.52349 2.02 0.45 1.09 -0.25
O 16.21915 9.39376 21.75853 -1.43 0.83 0.16 -0.20
C 15.47879 10.39039 22.48824 0.17 -0.21 0.57 -0.05
H 20.93195 8.69565 16.60968 0.14 0.12 0.15 0.08
H 19.48098 7.83679 16.08492 0.18 -0.11 -0.32 0.09
H 20.87138 6.93108 16.70248 0.02 -0.32 0.34 0.10
H 18.06302 9.11681 17.73184 0.04 0.24 0.08 0.13
H 19.53385 10.06371 18.14919 0.12 -0.35 -0.44 0.10
H 17.99457 10.01888 20.05861 0.14 0.84 -0.20 0.13
H 19.54777 9.30302 20.47001 -0.01 -0.05 -0.37 0.14
H 18.91002 7.57598 22.10278 -0.02 0.17 0.06 0.15
H 17.29306 6.91210 22.09457 -0.22 -0.76 -0.87 0.14
H 18.02988 9.69332 22.70352 -0.20 0.14 -0.14 0.12
H 16.97034 8.58562 23.52359 -0.28 -0.05 -0.07 0.15
H 15.16650 10.01433 23.49616 0.17 0.05 -0.87 0.12
H 14.59366 10.60444 21.89163 0.12 0.22 0.10 0.09
H 16.11604 11.28375 22.68466 -0.39 -0.42 -0.40 0.09
C 12.37933 11.38958 11.97332 0.34 0.71 -1.66 -0.04
O 13.59694 11.39956 12.69952 0.68 -0.51 0.00 -0.19
C 13.68236 12.14365 13.85759 -1.67 -0.23 1.76 -0.22
C 14.67063 11.45502 14.76533 1.37 0.45 1.49 -0.10
N 15.81750 11.04007 13.97248 -0.41 0.18 -2.94 0.03
H 15.42012 10.41997 13.27037 0.06 -0.98 -0.03 0.18
H 16.06979 11.79442 13.29101 0.24 0.16 1.00 0.19
C 17.04690 10.57809 14.61875 -0.97 -0.52 1.05 -0.10
C 18.15977 11.05386 13.78837 2.39 0.15 -0.64 -0.21
O 18.04192 12.38021 13.37391 -0.56 1.33 0.38 -0.18
C 18.59806 13.41133 14.22043 0.93 0.18 -1.47 -0.07
H 11.52703 11.03898 12.54671 0.00 0.00 0.17 0.10
H 12.57343 10.74715 11.09321 -0.30 0.11 0.67 0.11
H 12.22892 12.40090 11.54039 -0.33 -0.42 0.43 0.10
H 12.75358 12.10975 14.46456 -0.05 0.11 -0.54 0.14
H 13.89103 13.21502 13.74195 0.35 -0.10 -0.44 0.13
H 14.37977 10.57710 15.34806 -0.72 0.01 -0.51 0.16
H 15.12842 12.10068 15.52191 -0.52 0.46 -0.04 0.13
H 17.06036 9.50191 14.72739 -0.12 -0.33 -0.26 0.15
H 16.98942 10.95390 15.62731 0.54 0.53 0.37 0.11
H 18.22230 10.49840 12.84757 -0.11 -0.27 0.16 0.15
H 19.11751 10.93364 14.30534 -0.12 -0.29 0.12 0.14
H 18.58028 14.31875 13.60147 -0.03 -0.23 0.08 0.09
H 19.64699 13.19550 14.45817 -0.21 -0.13 -0.05 0.08
H 18.12516 13.63395 15.14938 -0.82 -0.37 0.49 0.04
C 15.37597 13.14760 18.76186 0.17 -0.69 1.03 -0.07
O 15.61512 13.21253 20.18032 -0.16 0.00 -0.53 -0.20
C 14.56839 13.86364 20.86134 -0.54 -0.26 -0.37 -0.20
C 14.68684 15.35567 20.75730 0.08 0.95 0.49 -0.10
N 15.88200 15.85729 21.53477 -0.85 -0.88 0.70 0.08
H 15.55921 16.73230 21.95675 0.87 0.06 0.08 0.19
H 16.02784 15.18055 22.30613 0.24 0.50 -0.09 0.18
C 17.11232 15.89822 20.69011 -0.44 0.10 -0.30 -0.09
C 18.41232 15.91683 21.49387 0.04 1.67 -0.51 -0.22
O 18.40611 15.10039 22.58586 -0.27 -0.92 0.86 -0.16
C 18.62639 13.73035 22.29148 -0.31 -0.89 -0.05 -0.06
H 15.06396 14.10537 18.37577 0.07 0.45 -0.29 0.06
H 14.57657 12.43422 18.57880 -0.21 -0.20 -0.09 0.10
H 16.30134 12.79381 18.31326 0.05 0.19 -0.07 0.08
H 14.58454 13.51582 21.90552 -0.08 0.16 -0.26 0.14
H 13.58451 13.63773 20.41881 0.14 -0.37 0.25 0.14
H 13.84226 15.89555 21.18062 -0.33 -0.39 0.10 0.14
H 14.77289 15.71757 19.73174 0.23 -0.15 0.00 0.12
H 16.96676 16.82924 20.14357 0.48 -0.12 -0.43 0.14
H 16.97415 15.01787 20.04854 0.60 0.36 0.08 0.10
H 18.57355 16.93681 21.90540 0.01 -0.50 -0.50 0.13
H 19.22534 15.65858 20.80726 -0.01 0.21 -0.13 0.14
H 18.75439 13.22152 23.22823 -0.08 -0.13 0.56 0.09
H 19.53561 13.51251 21.74241 0.18 0.48 -0.31 0.08
H 17.79165 13.25607 21.75753 -0.11 0.27 -0.06 0.08
C 11.23890 15.82616 12.60284 1.57 0.82 0.51 -0.01
O 11.81796 16.08513 13.94846 -1.03 -0.74 -1.32 -0.25
C 10.82919 16.50628 14.86081 0.99 1.30 0.74 -0.16
C 11.58408 17.50382 15.85209 -0.75 -0.10 -0.48 -0.04
N 13.05102 17.29393 15.66572 -0.08 -0.28 0.19 0.01
H 13.21462 16.37996 16.11492 0.34 0.04 -1.04 0.18
H 13.24274 17.28837 14.64329 -0.16 -0.65 0.66 0.19
C 13.96801 18.21549 16.34096 1.28 0.84 0.19 -0.08
C 15.43526 17.70422 16.18314 -1.14 1.59 0.22 -0.21
O 15.47338 16.44414 16.73793 -1.15 -0.09 0.21 -0.20
C 16.74890 15.92406 16.92623 1.06 -0.62 -0.24 -0.09
H 10.80729 16.77274 12.27388 -0.36 -0.28 -0.09 0.10
H 10.54978 14.98355 12.55215 0.02 0.13 0.31 0.10
H 12.13474 15.65939 11.99251 -0.43 -0.23 -0.01 0.09
H 10.40773 15.69385 15.42537 -0.18 -0.53 0.18 0.12
H 10.03036 17.03293 14.34713 -0.13 0.15 0.06 0.13
H 11.44106 17.27496 16.89189 -0.54 -0.19 0.44 0.13
H 11.28529 18.55254 15.72411 0.42 -0.27 -0.31 0.15
H 13.77255 18.25063 17.42470 -0.32 0.04 -0.51 0.15
H 13.81930 19.20395 15.87973 0.21 -0.23 0.39 0.16
H 16.08248 18.40842 16.72113 -0.03 0.01 -0.01 0.14
H 15.74144 17.72391 15.13822 0.09 -0.21 -0.34 0.13
H 17.38173 16.10190 16.04607 -0.03 -0.08 0.05 0.08
H 16.56136 14.85460 17.00710 0.66 0.03 0.31 0.07
H 17.28995 16.33734 17.80020 -0.42 -0.26 -0.27 0.10
C 19.98708 14.38540 10.67625 -0.89 0.41 0.50 -0.01
O 19.49947 15.71851 11.03004 0.04 -1.07 0.33 -0.20
C 19.79303 16.71444 10.11804 0.97 0.27 -1.83 -0.24
C 19.46707 18.07280 10.67246 -1.02 0.42 0.01 -0.07
N 19.77551 18.08672 12.12379 2.21 -1.12 0.36 0.03
H 19.80952 17.11776 12.46680 -0.67 -0.45 -0.50 0.16
H 20.75545 18.29555 12.35062 0.02 0.82 -0.36 0.19
C 18.90699 18.80094 13.01468 -1.62 0.96 0.25 -0.13
C 19.20785 18.45659 14.45859 -0.87 1.00 -0.52 -0.22
O 20.58412 18.66234 14.64552 -1.07 -0.20 -0.25 -0.15
C 21.09846 17.96340 15.76874 0.09 -0.67 0.01 -0.06
H 19.55102 13.73883 11.43849 0.02 -0.06 -0.19 0.07
H 21.05340 14.33748 10.75786 0.76 0.16 0.01 0.07
H 19.68421 14.04061 9.68227 -0.17 0.40 0.11 0.11
H 19.28066 16.57513 9.15429 -0.21 0.08 0.26 0.15
H 20.84708 16.76439 9.81854 0.28 -0.54 0.32 0.13
H 18.38897 18.28366 10.57736 0.45 0.05 0.09 0.14
H 20.04509 18.85313 10.17275 -0.23 -0.08 0.05 0.16
H 17.90371 18.52764 12.67333 -0.12 -0.12 0.59 0.14
H 18.93249 19.87749 12.88210 0.60 0.14 -0.32 0.15
H 18.82588 17.45489 14.65956 0.52 -0.48 0.25 0.11
H 18.53888 19.15561 15.01707 0.71 -0.34 0.25 0.14
H 20.37571 17.90455 16.58057 0.00 0.23 0.14 0.10
H 21.99598 18.46165 16.05512 0.51 0.40 0.43 0.09
H 21.38204 16.94660 15.50112 -0.12 -0.16 -0.06 0.06
C 29.21913 11.59495 20.38228 0.46 -0.52 1.69 -0.09
O 28.41905 12.38583 19.55419 -0.43 0.64 -0.25 -0.20
C 27.54192 13.21843 20.29044 -0.35 0.86 -1.54 -0.18
C 26.21208 12.52795 20.31458 -0.64 0.02 1.95 -0.13
N 25.78194 12.17910 18.96398 0.52 -0.34 -1.10 0.08
H 25.47179 13.04226 18.46045 0.06 -0.52 -0.02 0.11
H 26.65620 11.81994 18.52772 -0.51 0.25 -0.21 0.16
C 24.72796 11.13813 18.84419 -0.52 -1.25 0.50 -0.10
C 25.23888 9.72591 19.08946 0.33 -0.18 -1.36 -0.22
O 25.69924 9.71278 20.38858 -0.15 -0.60 0.56 -0.22
C 25.83031 8.41907 20.94260 0.92 -0.60 0.44 -0.07
H 28.64757 11.14155 21.23521 0.17 0.30 -0.68 0.10
H 30.00424 12.22329 20.85281 -0.13 -0.53 -0.44 0.11
H 29.61301 10.76783 19.79998 0.30 0.17 -0.06 0.10
H 27.42480 14.18418 19.74219 0.27 -0.55 0.14 0.14
H 27.87059 13.49781 21.28289 0.27 -0.31 0.31 0.14
H 25.47334 13.18702 20.74859 -0.33 0.13 0.12 0.12
H 26.22560 11.60752 20.90249 0.16 0.31 -0.13 0.12
H 24.21359 11.15552 17.89904 0.21 0.50 -0.58 0.11
H 23.95868 11.22115 19.60316 0.05 0.90 0.16 0.11
H 26.02070 9.44184 18.35133 0.07 0.21 0.33 0.14
H 24.44830 8.96425 18.90018 -0.02 0.61 0.31 0.14
H 26.61842 7.83605 20.43118 -0.11 0.34 0.19 0.11
H 24.92695 7.80722 20.88127 -0.30 0.36 0.00 0.09
H 26.10804 8.56864 21.99555 -0.11 -0.22 -0.40 0.11
C 24.11577 16.19399 19.00799 -0.26 0.54 0.32 -0.66
F 22.77858 16.13373 19.18807 0.25 -0.20 0.14 0.10
F 24.47288 17.46333 19.07014 -0.06 0.62 -0.46 0.16
F 24.71924 15.62942 20.06586 -0.18 -0.83 -0.31 0.13
S 24.54265 15.48800 17.35189 -1.43 0.51 0.26 0.56
O 25.90895 15.86874 17.16914 0.19 -0.64 -0.17 -0.25
O 24.26874 14.02651 17.60494 0.39 1.33 -0.93 -0.37
O 23.56776 16.15502 16.46526 1.03 -1.36 1.01 -0.31
C 20.98920 12.74577 18.33267 0.71 -0.41 0.47 -0.57
F 21.89090 12.35064 17.37148 -0.66 0.77 0.22 0.07
F 20.80997 11.61693 19.05104 -0.48 0.45 0.06 0.10
F 21.57646 13.64303 19.15098 -0.50 -0.59 -0.91 0.12
S 19.38203 13.42049 17.58551 2.65 0.13 0.57 0.51
O 18.65124 13.84141 18.77364 -0.18 -0.04 -0.87 -0.31
O 19.96672 14.50795 16.76130 -1.61 -1.44 0.57 -0.33
O 18.86345 12.22208 16.91296 -0.14 1.05 0.15 -0.34
C 23.05557 10.96047 22.41856 -1.42 -0.24 0.55 -0.68
F 23.73259 10.00645 22.99326 0.13 -1.09 0.40 0.18
F 23.87590 11.97860 22.30082 0.44 0.91 -0.49 0.15
F 22.63996 10.54990 21.19900 0.39 0.03 -0.13 0.09
S 21.49608 11.49392 23.32838 -0.30 0.22 -0.04 0.60
O 20.44624 10.53008 22.87183 1.77 1.89 0.94 -0.34
O 21.81311 11.61646 24.74783 -0.51 -0.88 -1.31 -0.29
O 21.43569 12.85568 22.71992 -0.64 -0.91 -0.01 -0.38
```
Forces are in eV/Å.

## Properties
Charge   +5
Spin multiplicity   1
Kohn-Sham gap   7.90 eV